{
  "formula": "C32H90N6O10",
  "method": "ωB97M-V/def2-TZVPD",
  "charge": 0,
  "homo_lumo_gap_ev": 9.39,
  "e_above_lowest_kcal_mol": 128.6,
  "homo_energy_ev": -9.011,
  "smiles": "COC[C@H](C)N.COC[C@H](C)N.COC[C@H](C)N.COC[C@H](C)N.COC[C@H](C)N.COC[C@H](C)N.CCO.CCO.CCO.CCO",
  "e_lumo_ev": 0.379,
  "mol_weight_da": 719.10,
  "total_energy_ev": -64049.6405,
  "symbols": ["C", "C", "C", "O", "C", "N", "H", "H", "H", "H", "H", "H", "H", "H", "H", "H", "H", "C", "C", "C", "O", "C", "N", "H", "H", "H", "H", "H", "H", "H", "H", "H", "H", "H", "C", "C", "C", "O", "C", "N", "H", "H", "H", "H", "H", "H", "H", "H", "H", "H", "H", "C", "C", "C", "O", "C", "N", "H", "H", "H", "H", "H", "H", "H", "H", "H", "H", "H", "C", "C", "C", "O", "C", "N", "H", "H", "H", "H", "H", "H", "H", "H", "H", "H", "H", "C", "C", "C", "O", "C", "N", "H", "H", "H", "H", "H", "H", "H", "H", "H", "H", "H", "C", "C", "O", "H", "H", "H", "H", "H", "H", "C", "C", "O", "H", "H", "H", "H", "H", "H", "C", "C", "O", "H", "H", "H", "H", "H", "H", "C", "C", "O", "H", "H", "H", "H", "H", "H"],
  "coordinates": [[0.292, 1.263, -7.677], [-0.820, 0.313, -8.039], [-0.575, -1.135, -7.602], [0.490, -1.562, -8.452], [0.052, -2.361, -9.595], [-1.970, 0.864, -7.358], [0.398, 1.413, -6.603], [0.169, 2.193, -8.233], [1.310, 0.898, -7.807], [-1.004, 0.403, -9.110], [-1.516, -1.681, -7.661], [-0.223, -0.997, -6.580], [-0.705, -1.922, -10.246], [-0.439, -3.273, -9.255], [0.900, -2.678, -10.201], [-1.941, 1.826, -7.666], [-2.707, 0.434, -7.898], [-0.839, -4.532, 12.346], [-0.886, -3.470, 11.205], [-2.225, -2.737, 11.265], [-2.273, -1.658, 10.304], [-3.577, -1.000, 10.231], [0.090, -2.501, 11.338], [-1.205, -4.094, 13.274], [0.169, -4.921, 12.496], [-1.580, -5.301, 12.127], [-0.884, -4.076, 10.300], [-2.418, -2.356, 12.268], [-3.012, -3.458, 11.045], [-3.274, -0.157, 9.611], [-3.833, -0.688, 11.244], [-4.325, -1.634, 9.755], [0.011, -1.820, 10.597], [1.052, -2.798, 11.261], [-1.999, 7.688, -1.129], [-2.634, 6.794, -2.302], [-2.150, 7.172, -3.684], [-2.960, 6.639, -4.724], [-4.302, 6.973, -4.774], [-2.283, 5.447, -2.116], [-2.446, 7.572, -0.142], [-2.204, 8.715, -1.433], [-0.930, 7.478, -1.125], [-3.724, 6.774, -2.285], [-1.161, 6.766, -3.900], [-2.143, 8.262, -3.674], [-4.713, 6.872, -5.779], [-4.605, 7.988, -4.518], [-4.743, 6.285, -4.053], [-2.579, 4.981, -2.962], [-2.968, 5.101, -1.460], [5.613, -4.910, 5.137], [5.731, -4.419, 6.559], [5.453, -2.909, 6.838], [5.769, -2.613, 8.196], [5.846, -1.134, 8.271], [4.835, -5.247, 7.328], [4.613, -4.987, 4.710], [5.920, -5.948, 5.008], [6.187, -4.300, 4.440], [6.747, -4.577, 6.922], [4.407, -2.784, 6.557], [6.082, -2.339, 6.155], [6.522, -0.642, 7.572], [6.262, -1.002, 9.270], [4.879, -0.632, 8.224], [4.655, -4.640, 8.115], [3.946, -5.273, 6.850], [-0.714, 0.654, 3.081], [0.695, 0.425, 2.488], [0.701, -0.495, 1.235], [0.418, -1.731, 1.689], [0.143, -2.562, 0.530], [1.019, 1.812, 2.118], [-1.448, 0.985, 2.346], [-0.636, 1.301, 3.955], [-1.111, -0.321, 3.362], [1.429, -0.003, 3.170], [1.538, -0.494, 0.537], [-0.054, -0.122, 0.543], [0.790, -2.342, -0.318], [-0.924, -2.656, 0.328], [0.503, -3.575, 0.712], [0.269, 2.214, 1.574], [1.886, 1.937, 1.615], [5.642, 6.111, -3.015], [6.473, 6.434, -4.233], [6.871, 7.883, -4.523], [5.825, 8.814, -4.787], [4.904, 8.476, -5.830], [7.575, 5.531, -4.296], [4.606, 6.444, -3.078], [5.911, 6.676, -2.123], [5.701, 5.059, -2.736], [5.839, 6.228, -5.096], [7.496, 7.842, -5.415], [7.375, 8.299, -3.651], [4.067, 7.864, -5.494], [5.357, 7.953, -6.673], [4.289, 9.290, -6.215], [8.238, 5.908, -3.633], [8.010, 5.609, -5.204], [5.534, -0.799, -4.908], [6.514, -0.824, -6.102], [5.936, -1.702, -7.005], [6.012, -0.299, -4.066], [5.341, -1.818, -4.570], [4.641, -0.184, -5.014], [7.509, -1.117, -5.765], [6.543, 0.159, -6.572], [5.011, -1.461, -7.101], [-7.893, 1.356, -1.294], [-8.010, 0.420, -2.487], [-9.320, 0.580, -3.079], [-8.286, 2.370, -1.367], [-6.872, 1.476, -0.932], [-8.483, 0.905, -0.497], [-7.619, -0.597, -2.494], [-7.377, 0.888, -3.241], [-10.049, 0.100, -2.680], [-6.025, -6.336, -3.552], [-6.277, -7.358, -4.609], [-6.558, -6.516, -5.765], [-5.647, -6.757, -2.620], [-7.000, -5.897, -3.339], [-5.382, -5.574, -3.994], [-7.128, -7.967, -4.305], [-5.338, -7.884, -4.783], [-6.201, -6.984, -6.523], [-4.274, -5.725, 4.661], [-4.509, -6.961, 3.915], [-4.148, -8.013, 4.747], [-4.500, -4.934, 3.945], [-3.220, -5.597, 4.907], [-4.873, -5.578, 5.560], [-4.017, -7.070, 2.948], [-5.574, -6.979, 3.686], [-4.769, -8.719, 4.555]],
  "forces_ev_per_a": [[1.711, -0.405, 0.229], [0.475, 0.349, 0.491], [0.628, 2.180, -1.075], [-0.553, -1.684, -1.025], [-0.089, -0.183, 1.077], [-0.725, -0.391, -0.320], [-1.012, 0.441, 0.247], [0.145, 0.157, 0.297], [-0.014, -0.272, -1.076], [0.379, -0.548, -0.394], [0.231, -0.525, -0.012], [0.057, -0.831, 0.140], [0.148, 0.807, 0.054], [0.109, -0.223, 0.362], [0.168, 0.424, 0.266], [-0.605, 0.465, 0.354], [-1.041, 0.244, 0.402], [-0.738, 0.969, -0.252], [-1.926, -1.825, 0.821], [-0.516, 0.100, -0.752], [-0.681, -0.872, 0.563], [2.488, -0.383, 0.051], [2.365, 1.972, -0.108], [0.360, 0.213, 0.198], [-0.157, -0.158, -0.113], [0.365, -0.374, -0.170], [0.217, 0.157, -0.637], [0.195, 0.237, 0.205], [-0.279, -0.127, -0.124], [-0.867, 0.214, 0.028], [-0.435, 0.107, -0.099], [-0.070, 0.021, 0.103], [-0.339, 0.333, 0.033], [0.022, -0.586, 0.250], [-0.999, -0.355, -2.111], [0.386, 1.301, 1.255], [-0.689, 0.912, 0.130], [1.542, 0.314, -0.753], [-0.950, -0.244, 0.681], [0.126, -2.446, 0.621], [0.015, -0.472, -0.154], [0.334, 0.251, 0.184], [-0.049, 0.134, 0.191], [-0.267, 1.304, 0.026], [0.071, 0.169, 0.302], [0.133, 0.317, -0.687], [0.301, -0.640, -0.037], [0.595, 0.384, 0.463], [-1.122, 0.121, -0.283], [0.286, -0.474, -0.427], [0.291, -0.586, 0.598], [0.402, 0.258, -1.254], [0.032, 0.241, -0.068], [0.535, -1.888, -1.113], [-0.350, 2.257, -1.668], [0.273, -1.321, 1.691], [-0.225, 0.296, 1.066], [-0.476, 0.658, 0.426], [0.556, 0.029, 0.471], [0.143, -0.020, -0.072], [0.185, -0.202, -0.042], [-0.338, 0.620, 0.340], [0.047, 0.321, 0.003], [0.092, -0.570, -0.358], [-0.111, 0.380, -0.007], [-0.222, -0.347, -0.128], [-0.313, -0.546, 0.938], [-0.242, -0.160, -0.224], [0.405, -2.220, 0.297], [-0.370, 1.598, -1.953], [-0.761, 2.553, 0.418], [-0.651, -3.235, -1.326], [0.780, -1.228, 1.184], [0.963, 0.128, 0.257], [0.355, 0.554, -0.159], [-0.185, 0.022, -0.230], [-0.094, -0.045, 0.475], [-0.193, 0.317, 0.408], [1.133, 0.271, 0.629], [-0.867, 0.202, -0.007], [-0.444, 0.891, -0.256], [0.061, 0.547, -0.281], [-0.242, -0.193, 0.708], [0.020, -0.019, -0.073], [0.092, -0.141, -0.094], [-0.496, 0.957, 1.162], [-1.962, 0.199, -1.115], [-0.637, 0.159, 0.301], [-0.988, 0.087, -0.388], [-0.461, -0.576, 0.297], [0.919, -0.066, 0.098], [-0.197, -0.340, -0.572], [0.760, 0.062, 0.149], [-0.119, 0.037, -0.349], [-0.178, -0.526, -0.144], [0.502, 0.077, 0.027], [0.376, 0.143, -0.179], [0.278, -0.749, 0.547], [0.323, 0.094, -0.058], [0.986, 0.905, 0.155], [0.636, -0.364, 0.220], [0.253, -0.106, -0.151], [1.441, 0.831, 1.083], [-1.970, 0.986, 1.247], [0.459, -1.420, -1.502], [0.242, -0.003, 0.270], [-0.300, 0.056, -0.220], [-0.241, -0.422, -0.665], [-0.109, -0.346, -0.400], [0.472, 0.324, 0.214], [-0.011, -0.007, -0.033], [-0.094, -1.140, 1.440], [-0.370, 2.309, -1.643], [0.362, -0.222, -0.375], [-0.130, -0.198, -0.948], [0.132, -0.301, -0.029], [0.113, 0.061, 0.462], [-0.480, -0.180, 0.980], [0.044, -0.061, -0.367], [0.425, -0.268, 0.479], [-0.522, 0.278, 0.640], [0.534, 1.361, -0.463], [-0.092, -1.130, 0.091], [0.209, 0.070, -0.051], [0.108, 0.384, 0.179], [0.143, -0.014, 0.451], [0.139, -0.421, -0.497], [-0.317, -0.612, -0.113], [-0.201, 0.083, -0.236], [0.918, 1.993, -0.594], [-1.000, -0.422, -0.248], [-0.142, -1.509, 0.472], [-0.090, 0.532, 0.237], [0.036, -0.104, 0.186], [-0.070, -0.354, -0.147], [0.427, 0.506, -0.063], [-0.334, -0.273, -0.073], [0.257, -0.367, 0.231]],
  "mulliken_charge": [-1.609, 0.648, -0.736, -0.256, -0.761, -0.742, 0.384, 0.395, 0.357, 0.237, 0.344, 0.304, 0.310, 0.305, 0.253, 0.291, 0.275, -1.357, 0.531, -0.761, -0.319, -0.702, -0.690, 0.348, 0.342, 0.355, 0.223, 0.369, 0.363, 0.241, 0.308, 0.263, 0.242, 0.243, -1.353, 0.489, -0.764, -0.363, -0.717, -0.758, 0.360, 0.348, 0.314, 0.308, 0.353, 0.390, 0.256, 0.321, 0.270, 0.300, 0.245, -1.458, 0.461, -0.677, -0.347, -0.711, -0.721, 0.343, 0.378, 0.360, 0.260, 0.270, 0.391, 0.305, 0.275, 0.295, 0.300, 0.276, -1.356, 0.257, -0.602, -0.325, -0.786, -0.677, 0.372, 0.364, 0.336, 0.325, 0.409, 0.306, 0.332, 0.288, 0.277, 0.244, 0.235, -1.408, 0.614, -0.758, -0.370, -0.752, -0.741, 0.291, 0.328, 0.390, 0.281, 0.388, 0.354, 0.243, 0.326, 0.282, 0.269, 0.262, -1.095, -0.182, -0.511, 0.341, 0.303, 0.340, 0.292, 0.216, 0.299, -0.866, -0.267, -0.524, 0.285, 0.306, 0.254, 0.314, 0.203, 0.295, -1.044, -0.124, -0.516, 0.336, 0.252, 0.291, 0.215, 0.294, 0.296, -1.020, -0.177, -0.506, 0.320, 0.285, 0.278, 0.255, 0.263, 0.304]
}

{
  "formula": "C3H7F2N",
  "method": "ωB97M-V/def2-TZVPD",
  "charge": 0,
  "homo_lumo_gap_ev": 10.20,
  "e_above_lowest_kcal_mol": 78.2,
  "homo_energy_ev": -9.511,
  "smiles": "NC[C@H](F)CF",
  "e_lumo_ev": 0.685,
  "mol_weight_da": 95.09,
  "total_energy_ev": -10146.6492,
  "symbols": ["C", "C", "C", "H", "H", "H", "H", "H", "H", "H", "N", "F", "F"],
  "coordinates": [[0.183, -0.126, 1.025], [-0.467, -0.703, -0.133], [-0.896, 0.262, -1.158], [1.686, 1.079, 1.510], [1.816, 0.516, -0.381], [-0.251, 0.739, 1.450], [-0.008, -0.787, 1.920], [-1.518, -1.285, 0.051], [-1.426, 1.067, -0.545], [-1.537, 0.018, -2.014], [1.648, 0.073, 0.730], [0.432, -1.655, -0.708], [0.338, 0.803, -1.748]],
  "forces_ev_per_a": [[1.376, -1.327, 1.746], [-3.067, -3.497, -1.890], [1.018, 2.757, -0.544], [1.039, -3.656, -3.454], [-1.090, -1.408, 4.438], [-1.021, 1.352, -0.549], [1.054, -0.100, -0.905], [2.453, 1.063, 0.237], [0.727, -0.589, -1.103], [0.381, -0.612, 0.425], [0.061, 5.468, 0.692], [-1.128, 0.606, 0.478], [-1.802, -0.057, 0.428]],
  "mulliken_charge": [-0.561, 0.175, -0.422, 0.293, 0.323, 0.364, 0.276, 0.228, 0.255, 0.342, -0.618, -0.307, -0.348]
}

{
  "formula": "C20H32IN4O6OsP2S2",
  "method": "ωB97M-V/def2-TZVPD",
  "charge": 2,
  "spin_multiplicity": 2,
  "homo_lumo_gap_ev": [7.40, 6.98],
  "e_above_lowest_kcal_mol": 0.0,
  "homo_energy_ev": [-12.670, -12.535],
  "e_lumo_ev": [-5.272, -5.556],
  "mol_weight_da": 867.71,
  "total_energy_ev": -90310.2394,
  "symbols": ["Os", "C", "C", "N", "C", "C", "C", "O", "C", "C", "N", "C", "C", "C", "C", "C", "C", "I", "C", "O", "H", "H", "H", "H", "H", "H", "H", "H", "H", "H", "H", "H", "C", "C", "O", "P", "S", "S", "O", "C", "C", "H", "H", "H", "H", "H", "H", "H", "H", "H", "H", "N", "C", "P", "O", "O", "C", "N", "H", "H", "H", "H", "H", "H", "H", "H", "H", "H"],
  "coordinates": [[0.166, -0.224, 0.571], [-1.660, 3.723, 0.223], [-0.260, 3.607, -0.302], [0.158, 4.469, -1.211], [1.388, 4.350, -1.740], [2.272, 3.360, -1.378], [3.598, 3.183, -2.078], [3.949, 1.807, -2.233], [1.846, 2.467, -0.385], [2.708, 1.430, 0.139], [2.296, 0.303, 0.600], [3.304, -0.640, 0.985], [4.538, -0.688, 0.337], [5.504, -1.598, 0.735], [5.256, -2.491, 1.768], [4.017, -2.493, 2.393], [3.072, -1.577, 1.973], [1.185, -1.562, 2.829], [0.577, 2.564, 0.140], [0.151, 1.684, 1.062], [-2.276, 4.255, -0.498], [-1.671, 4.287, 1.159], [-2.075, 2.736, 0.429], [1.650, 5.083, -2.494], [4.403, 3.639, -1.498], [3.568, 3.688, -3.044], [3.468, 1.449, -2.987], [3.769, 1.648, 0.188], [4.722, -0.030, -0.504], [6.458, -1.613, 0.225], [6.014, -3.196, 2.081], [3.797, -3.197, 3.183], [-3.567, -0.254, -4.257], [-3.228, 0.612, -3.068], [-1.856, 0.468, -2.577], [-1.062, -0.792, -2.134], [0.779, -0.142, -1.744], [-1.686, -1.587, -0.393], [-1.178, -1.776, -3.340], [-0.764, -3.180, -3.384], [0.681, -3.405, -3.014], [-4.539, 0.063, -4.636], [-3.625, -1.309, -3.999], [-2.833, -0.130, -5.053], [-3.896, 0.428, -2.226], [-3.282, 1.665, -3.329], [-0.958, -3.467, -4.413], [-1.435, -3.737, -2.731], [1.345, -2.813, -3.644], [0.915, -4.459, -3.165], [0.877, -3.155, -1.972], [-1.967, 1.287, 4.759], [-1.948, -0.223, 4.747], [-2.606, -0.555, 3.060], [-4.007, -0.036, 3.066], [-1.584, 0.053, 2.155], [-2.837, -2.369, 2.803], [-4.067, -2.442, 1.942], [-2.921, 1.601, 4.536], [-1.369, 1.628, 3.993], [-1.669, 1.698, 5.644], [-2.595, -0.592, 5.538], [-0.924, -0.560, 4.888], [-3.043, -2.859, 3.753], [-1.997, -2.849, 2.306], [-3.810, -2.322, 0.955], [-4.641, -1.611, 2.210], [-4.596, -3.305, 2.055]],
  "forces_ev_per_a": [[0.649, -0.191, -1.609], [0.077, 0.024, 0.044], [-0.129, -0.008, -0.040], [0.158, 0.025, -0.027], [-0.309, 0.018, 0.107], [0.086, -0.034, -0.017], [0.016, 0.037, 0.117], [-0.066, 0.011, 0.015], [0.375, -0.105, -0.123], [0.198, 0.169, 0.183], [-0.348, -0.233, 0.251], [0.158, -0.070, -0.245], [-0.030, 0.048, -0.088], [0.000, 0.011, 0.035], [-0.023, 0.012, 0.023], [0.116, 0.036, -0.090], [-0.112, 0.013, 0.138], [-0.363, -0.244, 0.334], [-0.474, -0.088, 0.261], [-0.176, 0.650, 0.095], [0.009, 0.012, 0.008], [-0.004, 0.015, -0.009], [-0.026, -0.004, -0.025], [-0.018, -0.055, -0.053], [0.036, -0.040, 0.001], [0.036, 0.055, 0.009], [0.018, 0.019, -0.027], [-0.002, -0.065, -0.050], [0.049, -0.024, 0.012], [-0.011, -0.009, -0.013], [-0.002, 0.000, -0.022], [-0.013, 0.003, -0.006], [0.107, -0.007, 0.007], [-0.115, -0.034, 0.074], [-0.142, 0.007, -0.215], [-0.264, 0.132, -0.590], [-0.073, -0.137, 0.636], [0.479, -0.005, 0.650], [0.110, -0.135, -0.003], [-0.060, -0.077, 0.042], [0.026, 0.133, -0.001], [0.001, -0.007, 0.005], [-0.035, -0.001, -0.005], [-0.022, 0.017, -0.008], [0.037, -0.007, 0.034], [0.010, 0.028, 0.042], [-0.039, 0.009, -0.009], [-0.025, 0.033, 0.013], [0.001, -0.024, -0.011], [-0.016, 0.006, -0.007], [0.006, -0.043, 0.015], [-0.043, -0.111, -0.189], [-0.072, -0.032, 0.008], [-0.243, 0.383, -0.199], [0.027, -0.106, 0.018], [0.298, -0.106, 0.248], [0.099, 0.038, 0.005], [0.075, 0.154, 0.037], [-0.015, 0.021, 0.089], [0.054, 0.021, 0.035], [0.022, -0.025, 0.020], [0.009, 0.079, 0.046], [0.028, 0.070, 0.078], [-0.042, -0.065, -0.035], [-0.056, -0.068, -0.040], [-0.004, -0.054, -0.004], [-0.017, -0.039, 0.035], [0.020, -0.035, -0.012]],
  "mulliken_charge": [2.669, -1.197, 0.827, -0.601, -1.041, 0.619, -1.023, -0.415, 0.520, -0.303, -0.258, -0.096, 0.025, -0.990, -0.548, -0.898, 0.464, 0.113, -0.186, -1.563, 0.390, 0.271, 0.236, 0.430, 0.318, 0.479, 0.284, 1.025, 0.565, 0.443, 0.409, 0.438, -0.995, -0.300, -0.113, 0.329, -0.270, -0.649, -0.140, -0.259, -1.035, 0.420, 0.245, 0.279, 0.291, 0.274, 0.337, 0.297, 0.281, 0.424, 0.238, -0.260, -0.608, 0.789, -0.884, -0.530, -0.821, -0.183, 0.364, 0.192, 0.396, 0.447, 0.231, 0.485, 0.368, 0.158, 0.393, 0.405]
}